9
Properties=species:S:1:pos:R:3:forces:R:3:nbo_charge:R:1 method="wB97M-V/def2-TZVPD" total_charge=-1 homo_lumo_gap_ev="7.558 / 7.557" multiplicity=1
C 0.2167 0.1235 0.4235 -2.5 -4.1 -2.2 -0.3735
C 0.9891 0.9572 0.7674 2.3 3.4 1.6 -0.2545
C -0.3679 -1.0558 -0.3601 -0.8 2.4 2.5 -0.6770
N 1.5632 2.9656 1.6525 -0.6 0.7 1.2 -0.0823
O 1.3260 3.0924 2.8857 0.1 -0.3 -2.0 -0.4886
H -1.3413 -0.6487 -0.7870 0.7 -1.5 0.8 0.2057
H 0.2833 -1.1627 -1.1546 1.3 -0.6 -1.9 0.2017
H -0.2809 -1.9548 0.3022 -1.0 0.5 -0.8 0.2084
H 0.6903 3.2451 1.0710 0.8 -0.6 0.8 0.2602